# C32H29BBr2Cl36F8N4O7S

A molecular structure, C32H29BBr2Cl36F8N4O7S in a non-equilibrium geometry (wB97M-V/def2-TZVPD, the Open Molecules 2025 dataset).

The molar mass is 2212.58 g mol⁻¹. Its total charge is 0. The largest force on an atom comes out at 9.51 eV/A. For the energy, the calculation gives -678074.0067 eV. The LUMO energy comes out at -0.90 eV. For the gap between HOMO and LUMO, the calculation gives 8.14 eV.

Last column: Löwdin charge in e.
Geometry (Å):
Br (2.0427, -1.8562, -3.6079)  0.75
Br (0.7584, 1.7432, -0.7509)  0.75
Cl (1.1152, -4.3365, -6.6377)  0.52
Cl (10.3338, -11.6367, -0.1885)  0.52
Cl (-2.6915, 12.3619, -6.4398)  0.52
Cl (7.6727, -0.9116, -5.7136)  0.51
Cl (4.9402, -6.1223, -0.7395)  0.51
Cl (10.0125, -9.0515, -1.4658)  0.50
Cl (-0.9918, 3.9598, 1.1654)  0.53
Cl (-3.5419, 4.2628, 5.8911)  0.49
Cl (4.1341, -8.9084, -0.8311)  0.51
Cl (-0.4460, 10.8547, -5.3896)  0.51
Cl (7.3630, -3.7633, -5.2776)  0.51
Cl (0.0460, 6.6669, 1.1357)  0.52
Cl (10.0878, -9.2407, 1.4284)  0.52
Cl (-2.7514, 6.1841, 0.5355)  0.58
Cl (-1.7657, 5.8288, 3.2424)  0.51
Cl (-3.8557, 13.0405, -0.4378)  0.53
Cl (3.8443, -7.2357, -3.1832)  0.52
Cl (-1.3019, 9.5442, 2.5452)  0.45
Cl (1.5527, 9.3000, 3.0097)  0.51
Cl (-1.2939, 12.8111, 0.9039)  0.52
Cl (-0.3298, 8.3115, 4.9849)  0.51
Cl (3.4569, -6.0281, -6.9057)  0.52
Cl (6.4855, -8.0300, -2.2850)  0.49
Cl (-2.6715, 10.4265, -0.0111)  0.48
Cl (7.7923, -10.2469, -0.0320)  0.49
Cl (6.3553, -2.5500, -7.7122)  0.49
Cl (3.0786, -3.7794, -8.6999)  0.52
Cl (-1.5001, 12.2525, -1.9354)  0.50
Cl (-5.1011, 4.1469, 3.4374)  0.82
Cl (3.7334, -3.3207, -5.9104)  0.44
Cl (-6.4430, 4.2341, 6.0196)  0.51
Cl (-2.4980, 9.5106, -6.9393)  0.52
Cl (9.2151, -2.7963, -7.2905)  0.52
Cl (-3.0953, 10.4793, -4.2707)  0.49
Cl (-0.0192, 11.1674, 4.5775)  0.52
Cl (-5.0572, 6.5845, 5.0230)  0.50
S (3.6932, 0.8365, 1.0747)  0.86
F (-3.3864, 1.8500, -0.4866)  0.05
F (-5.8095, -0.0627, 1.3986)  0.08
F (-7.0464, 1.8615, -0.2807)  0.10
F (-5.0569, 0.5603, -1.5806)  0.08
F (-3.7031, 0.5742, 1.8930)  0.09
F (1.6063, -5.2540, -2.1293)  -0.14
F (-5.4505, 3.3026, -1.0109)  0.05
F (-1.2612, -0.2377, 0.7391)  0.00
O (-6.4376, 2.9502, 2.2905)  -0.06
O (-4.2604, 3.6899, 1.6067)  -0.25
O (-5.0834, -2.1771, 0.0879)  0.15
O (-2.7896, -3.2000, -0.7315)  0.00
O (-4.2490, -3.0210, 3.1286)  0.09
O (-0.4202, -2.1328, -0.5367)  -0.05
O (3.7870, 1.7680, 3.8944)  -0.06
N (-2.1805, -2.8509, 1.5115)  0.05
N (1.6832, 1.1582, 4.7032)  0.01
N (1.8431, 0.8175, 3.4026)  -0.04
N (-2.4628, -4.2399, 1.3176)  0.08
C (4.8508, -7.5741, -1.7605)  -2.02
C (2.9439, 1.7983, 5.0085)  -0.09
C (-5.7221, 2.2819, -0.0177)  -0.20
C (-1.3528, -2.2567, 4.9072)  -0.12
C (-1.8813, -0.5505, -1.7204)  0.03
C (-1.3959, -4.9811, 1.5349)  -0.27
C (1.3992, 0.4929, -2.1178)  -0.63
C (0.7591, -4.2428, -1.5439)  -0.15
C (-2.6744, -2.1442, 0.2729)  -0.25
C (-1.4128, -6.4505, 0.8433)  -0.05
C (-0.0246, 9.5802, 3.7792)  -2.00
C (-0.1030, -4.5902, 2.3794)  -0.04
C (2.8456, -4.3663, -7.0388)  -2.00
C (-4.6192, 1.1241, -0.3338)  -0.17
C (9.5563, -10.0442, -0.0642)  -2.03
C (-2.1831, 10.8014, -5.7599)  -2.03
C (-1.4504, -1.2108, -0.2932)  -0.34
C (-2.2343, -1.4445, 3.7955)  -0.14
C (-2.3300, 12.1333, -0.3700)  -2.01
C (1.6197, -1.1998, 0.7614)  -0.18
C (-5.5206, 2.9942, 1.3975)  -0.30
C (7.6516, -2.5054, -6.4988)  -2.02
C (-4.4836, 0.0387, 0.8345)  -0.19
C (0.9333, -1.7088, -0.6130)  -0.39
C (-4.0924, -1.4417, 0.3741)  -0.11
C (1.9058, 1.1962, -3.4907)  -0.18
C (-1.3648, 5.6604, 1.5215)  -1.96
C (3.1127, 1.1428, 2.8030)  -0.47
C (-5.0360, 4.8061, 5.0902)  -1.93
C (3.2206, -0.9297, 0.6072)  -0.41
C (1.4053, -0.9332, -1.9329)  -0.48
C (1.6853, -3.1772, -0.7592)  -0.12
B (-2.9586, -2.4982, 2.7518)  -0.48
H (-3.2571, -2.8657, -1.5249)  0.12
H (-2.9689, -0.7809, -1.9991)  0.09
H (-3.9831, 4.1688, 0.7833)  0.04
H (-1.0145, -1.4777, 5.6915)  0.08
H (3.6405, -1.2376, -0.4055)  0.09
H (2.7433, -3.0856, -1.1600)  0.09
H (2.9515, 0.8280, -3.7921)  0.07
H (3.0777, 2.2223, 6.0513)  0.14
H (1.1721, -0.2517, 1.1973)  0.04
H (-0.3122, -4.8542, 3.4842)  0.09
H (1.5407, -1.9807, 1.6102)  0.11
H (0.7562, -5.2707, 2.0534)  0.08
H (1.1085, 1.0013, -4.2813)  0.08
H (-1.9635, -7.2026, 1.5063)  0.08
H (-1.2580, -1.0045, -2.5822)  0.10
H (-2.0157, -6.3023, -0.1312)  0.09
H (2.0266, 2.3295, -3.3020)  0.07
H (-1.9617, -3.0541, 5.4575)  0.07
H (3.7731, -1.5813, 1.3872)  0.09
H (-4.0712, -3.5616, 3.9351)  0.11
H (-0.0577, -4.6561, -0.8673)  0.11
H (-0.3613, -6.7752, 0.5460)  0.07
H (0.1429, -3.4790, 2.3613)  0.06
H (-0.3793, -2.6742, 4.4634)  0.06
H (1.8011, -3.6377, 0.2978)  0.12
H (-2.9702, -0.7214, 4.2804)  0.10
H (0.2107, -3.7312, -2.4235)  0.10
H (-1.6409, 0.5778, -1.7566)  0.06
H (-1.4593, -0.7926, 3.2357)  0.10